C32H30MnN3O7S2 as an isolated structure, computed with wB97M-V/def2-TZVPD.

Geometry as ORCA input:
```
! RIJCOSX wB97M-V def2-TZVPD def2/J DEFGRID3
* xyz -1 6
Mn 1.489 -0.487 1.370
S 2.141 1.662 -1.051
S 0.333 -2.923 -1.580
O 0.632 -4.271 -2.016
O 0.621 -1.868 -2.539
O 1.074 2.307 1.601
O 2.234 -0.008 3.207
O -0.500 -0.190 1.716
O 1.668 0.158 5.361
O -1.932 -0.193 3.429
N 0.994 -2.487 -0.223
N 2.346 0.192 -0.501
N 1.531 -2.612 1.946
C -0.246 4.071 2.313
C -1.030 0.317 2.780
C 0.865 1.840 3.879
C 3.473 1.750 -5.398
C 1.639 -3.192 3.139
C -3.353 -2.225 -0.042
C 0.820 -5.234 2.251
C 1.156 4.167 2.967
C 1.627 2.712 2.865
C -2.295 2.529 -1.615
C 3.468 2.698 -3.193
C 2.645 1.667 -2.769
C 1.061 -3.291 0.883
C 0.390 1.982 -1.330
C -1.970 -2.277 -0.188
C 2.657 0.713 -4.957
C -0.013 3.285 -1.586
C -4.199 -2.753 -1.007
C -5.695 -2.664 -0.857
C -3.633 -3.356 -2.132
C -0.533 1.719 3.172
C -1.363 3.557 -1.733
C -1.877 1.233 -1.354
C 1.298 -4.514 3.344
C 3.880 2.741 -4.520
C -1.431 -2.873 -1.315
C 1.629 0.544 4.199
C -0.299 2.586 1.928
C 2.234 0.664 -3.639
C -2.260 -3.422 -2.288
C -0.524 0.954 -1.206
C 0.695 -4.642 1.012
H -6.092 -1.811 -1.413
H -3.762 -1.764 0.851
H -1.822 -3.904 -3.153
H 0.338 -5.189 0.154
H 3.795 1.779 -6.431
H -1.304 2.142 3.814
H 1.814 4.823 2.397
H -1.692 4.570 -1.926
H 2.346 -0.065 -5.642
H -2.595 0.430 -1.247
H -0.194 -0.052 -0.982
H 3.787 3.457 -2.489
H 1.387 -4.959 4.324
H 2.702 2.555 2.855
H 2.032 -0.521 -1.164
H 1.129 4.518 3.998
H -1.341 -1.835 0.576
H 0.536 -6.273 2.370
H -6.185 -3.561 -1.240
H 1.997 -2.547 3.934
H 0.720 4.081 -1.656
H 1.604 -0.149 -3.295
H -0.317 4.698 1.423
H -3.351 2.747 -1.718
H -5.977 -2.538 0.187
H 4.522 3.543 -4.860
H -0.932 2.343 1.079
H 0.743 2.359 4.829
H -4.279 -3.785 -2.890
H -1.057 4.343 2.989
*
```

- Kohn-Sham gap (alpha / beta) (eV) = 7.66 / 7.74
- ⟨S²⟩ = 8.754
- largest force on an atom (eV Å⁻¹) = 0.10
- electronic energy (eV) = -105469.5808
- highest occupied orbital energy (alpha / beta) (eV) = -5.45 / -5.52